The following is a quantum chemistry calculation of 2 unconnected molecules or ions with the total composition C22H22F3Si, from the OMol25 dataset.

XYZ file:
```
48
Properties=species:S:1:pos:R:3:forces:R:3:nbo_charge:R:1
F 3.420865 1.756509 -3.464134 -0.098 -1.491 0.396 -0.3194
C 3.266234 0.462821 -3.010452 -0.029 0.656 -0.188 0.4381
C 4.399703 -0.298363 -2.742292 -0.334 -0.080 -0.027 -0.3456
C 4.182217 -1.591917 -2.269232 0.833 -0.222 0.000 0.4316
F 5.276724 -2.394052 -2.034406 -1.240 0.878 -0.255 -0.3150
C 2.915610 -2.084269 -1.997671 -0.025 0.187 0.124 -0.2945
C 1.802434 -1.254961 -2.198054 0.532 -0.050 -0.379 0.0025
C 0.502731 -1.718710 -1.600797 0.009 -1.311 -0.627 -0.3733
C -0.843058 -1.570351 -2.264919 0.155 0.086 -0.403 -0.0155
C -1.716419 -2.655496 -2.212286 0.073 0.032 0.258 -0.2215
C -3.046449 -2.514426 -2.585182 -0.114 0.241 -0.139 -0.1712
C -3.520556 -1.280662 -3.049362 0.307 -0.288 0.052 -0.2763
C -2.609701 -0.240435 -3.174537 -0.165 0.622 -0.214 0.4210
F -3.060800 0.974713 -3.640980 0.513 -1.161 0.427 -0.3238
C -1.267039 -0.356484 -2.811337 -0.817 0.006 0.149 -0.2981
C 1.969225 0.001219 -2.791550 0.343 0.034 0.247 -0.3080
H 5.394131 0.100136 -2.901814 -0.081 -0.104 -0.016 0.2645
H 2.785913 -3.092401 -1.607230 0.159 0.244 -0.041 0.2366
H 0.625371 -2.762486 -1.235225 -0.105 0.568 -0.435 0.2353
H -1.336311 -3.602619 -1.823184 -0.251 0.217 -0.137 0.2181
H -3.716070 -3.369840 -2.497298 0.096 0.296 -0.086 0.2334
H -4.563370 -1.140531 -3.312761 0.170 0.052 -0.026 0.2481
H -0.627034 0.513853 -2.903588 -0.311 -0.175 0.058 0.2224
H 1.124944 0.629224 -3.053402 0.442 0.002 0.140 0.2288
C 1.884458 0.827282 1.292986 -0.128 -0.724 -0.451 -1.2108
Si 0.243666 -0.045164 1.439824 -0.098 0.753 0.859 1.9347
C 0.112000 -1.463293 2.641292 0.182 -0.180 -0.835 -1.2091
C -1.303804 0.960607 1.120128 0.294 -0.652 -0.698 -0.9446
C -1.397716 1.766632 2.413643 0.112 -0.072 0.035 -0.0697
C -0.739684 3.007620 2.510152 -0.187 -0.247 0.226 -0.2188
C -0.821511 3.739581 3.700512 0.026 -0.266 -0.023 -0.1876
C -1.537037 3.223475 4.794637 -0.085 -0.087 -0.277 -0.1858
C -2.192683 1.984300 4.694396 0.215 -0.027 -0.166 -0.1777
C -2.116714 1.247184 3.506964 0.238 0.287 -0.075 -0.2231
H 0.408530 -1.167182 -0.687552 -0.097 0.912 1.492 0.1468
H 1.870592 1.575934 2.103767 0.168 -0.157 -0.296 0.2950
H 2.705577 0.098826 1.444186 -0.343 0.517 0.012 0.2797
H 2.007757 1.310190 0.304593 -0.053 -0.093 0.559 0.2858
H -0.039190 -0.978765 3.621433 0.039 -0.307 -0.216 0.2968
H -0.740906 -2.123457 2.388802 0.396 0.368 0.316 0.2804
H 1.050451 -2.051278 2.631906 -0.511 0.293 0.199 0.2792
H -1.147019 1.582678 0.220221 -0.303 -0.189 0.440 0.2771
H -2.147855 0.263240 0.969037 0.207 0.534 0.036 0.2772
H -0.185981 3.381584 1.636400 -0.273 -0.042 0.502 0.2235
H -0.305657 4.703120 3.771290 -0.294 -0.388 0.037 0.2370
H -1.600133 3.799037 5.724290 0.046 -0.263 -0.404 0.2378
H -2.749461 1.573322 5.543239 0.220 0.276 -0.337 0.2352
H -2.616952 0.274039 3.395559 0.166 0.515 0.187 0.2227
```
Positions in Å, forces in eV/Å.

Properties
LUMO energy ... -4.97 eV
Total charge ... +1
Orbital gap ... 0.263 Eh
Highest occupied orbital energy ... -12.120 eV
Energy relative to the best compared isomer or geometry (same formula, charge and spin) ... 0.1973 eV

---

The following is a quantum chemistry calculation of a single C2HBrN2O2 molecule, from the OMol25 dataset.

XYZ file:
```
8
Properties=species:S:1:pos:R:3:forces:R:3:nbo_charge:R:1
C 0.022594 0.706365 0.678991 0.886 2.142 -1.014 0.2261
C -0.146808 -0.637615 -1.031547 -0.214 -1.370 1.268 0.8528
N -0.033933 1.497847 -0.355341 -0.367 0.195 1.978 -0.1651
N 0.071674 -0.582882 0.387234 -0.068 -1.364 -0.953 -0.6500
O -0.384475 -1.637904 -1.639777 0.414 0.715 -0.465 -0.5614
O -0.148133 0.659825 -1.437614 -0.066 -1.421 -0.825 -0.3142
Br 0.233624 1.326009 2.370685 0.049 0.439 1.004 0.1594
H 0.385457 -1.331645 1.027370 -0.633 0.664 -0.992 0.4523
```
Positions in Å, forces in eV/Å.

Properties
LUMO energy ... 0.43 eV
Structure (SMILES) ... O=c1[nH]c(Br)no1
Orbital gap ... 0.379 Eh
Highest occupied orbital energy ... -9.890 eV
Energy relative to the best compared isomer or geometry (same formula, charge and spin) ... 0.0887 eV

---

The following is a quantum chemistry calculation of a molecular structure, C16H23ClN4O13P3W, from the OMol25 dataset.

XYZ file:
```
61
Properties=species:S:1:pos:R:3:forces:R:3:lowdin_charge:R:1
W -0.304329 -0.646576 1.201473 0.002 0.002 -0.053 1.9222
C 2.620493 -3.331573 0.669834 0.000 0.012 0.001 -0.0721
C 1.363223 -3.562348 -0.162116 -0.035 -0.010 -0.042 -0.7003
O 1.445542 -4.720438 -0.984118 0.009 0.023 0.031 -0.0595
P 1.247915 -2.192835 -1.460527 -0.020 -0.039 -0.019 1.0377
O 0.121678 -2.703079 -2.448490 0.040 0.037 0.029 -0.2205
O 1.133638 0.016230 2.082680 -0.025 -0.003 -0.002 -0.2425
O 0.261222 -1.140140 -0.408478 -0.025 0.015 0.056 -0.5630
P -0.097351 -3.804816 0.906273 0.098 0.018 0.022 0.4688
O -1.254674 -3.618097 -0.153411 -0.027 -0.022 -0.020 -0.1314
O -0.079050 -4.990069 1.746859 -0.010 0.019 0.004 -0.1993
O -0.135537 -2.414792 1.786495 0.015 -0.022 -0.025 -0.3977
H 3.491882 -3.372079 0.015828 0.003 0.000 0.005 0.0962
H 2.717330 -4.101118 1.437502 0.007 0.001 0.001 0.0995
H 2.610198 -2.357277 1.164525 0.001 -0.001 0.005 0.0740
H 1.630826 -5.493450 -0.431274 0.004 0.000 -0.007 0.1196
H -0.555903 -3.288066 -2.068502 -0.012 -0.016 0.009 0.0707
H 1.185237 0.634860 2.828701 0.013 0.005 -0.005 0.1026
H -2.197963 -3.526040 0.106281 -0.049 0.022 -0.008 0.0712
O -1.196839 3.323297 -0.101976 0.006 -0.010 0.011 -0.2157
Cl -1.280616 2.485012 1.017536 -0.001 0.017 -0.004 0.7741
O -0.879563 1.048408 0.425710 0.019 -0.013 0.008 -0.5097
O -2.586562 2.295932 1.516613 -0.021 0.001 -0.001 -0.2255
O -0.313658 2.736642 2.015143 0.022 0.012 0.009 -0.2474
C 2.777618 1.978514 -4.139837 -0.004 -0.010 -0.023 -0.1901
N 1.514775 2.434231 -3.562325 -0.011 0.026 0.014 -0.1484
C 1.686143 3.811902 -3.098807 0.011 -0.017 0.014 -0.1829
N 2.794180 3.985645 -2.161289 -0.027 -0.010 -0.001 -0.1509
C 4.015248 3.480685 -2.784776 0.006 -0.007 0.002 -0.1885
N 3.917093 2.092796 -3.234524 0.011 0.021 0.004 -0.1541
C 3.795777 1.175600 -2.105953 0.005 -0.009 0.027 -0.3501
P 2.287801 1.474920 -1.049205 0.027 -0.062 -0.022 0.9790
C 1.082864 1.561238 -2.474046 0.008 0.026 0.002 -0.3502
C 2.527123 3.317376 -0.890170 -0.021 0.019 -0.023 -0.3388
H 2.984040 2.587140 -5.022210 -0.002 -0.001 -0.001 0.1293
H 2.672307 0.938082 -4.454845 0.001 0.001 -0.002 0.1266
H 0.760902 4.148798 -2.627255 0.001 -0.001 0.001 0.1265
H 1.879375 4.438847 -3.971138 0.001 0.000 0.000 0.1295
H 4.842707 3.571282 -2.078698 0.000 0.000 -0.003 0.1271
H 4.233061 4.102826 -3.654836 0.000 0.000 0.000 0.1293
H 4.687528 1.259268 -1.479271 -0.003 -0.002 0.004 0.0844
H 3.765579 0.148578 -2.481065 -0.004 0.001 0.001 0.0724
H 0.116281 1.910327 -2.101405 -0.010 0.001 0.001 0.0699
H 0.925947 0.554127 -2.875416 0.006 -0.002 0.003 0.0668
H 3.356601 3.505354 -0.203628 0.003 -0.003 -0.002 0.0868
H 1.633085 3.754695 -0.437724 0.002 0.000 -0.001 0.0728
O -3.706720 -2.635338 0.446985 -0.011 -0.011 -0.013 0.1480
C -3.549707 -1.763771 1.257117 0.047 0.017 0.022 -0.3133
N -2.361842 -1.004232 1.431800 -0.042 -0.050 -0.067 0.0061
C -2.426713 -0.383197 2.624998 -0.041 -0.010 0.000 -0.4059
O -1.316150 0.085380 2.999417 0.056 0.023 0.050 -0.0428
C -3.748866 -0.487360 3.221271 -0.011 -0.004 -0.010 -0.0800
C -4.309518 0.035924 4.366938 0.000 0.003 -0.006 0.0428
C -5.638200 -0.299789 4.620354 -0.002 0.000 0.005 -0.0229
C -6.348368 -1.133196 3.763381 0.003 0.001 -0.004 -0.0154
C -5.766159 -1.670326 2.612479 -0.001 -0.007 0.003 0.0383
C -4.461527 -1.323010 2.357440 -0.019 0.015 0.019 -0.0669
H -3.750546 0.679339 5.032002 0.001 -0.001 0.000 0.1354
H -6.126937 0.092032 5.501594 0.002 0.000 0.001 0.1211
H -7.376473 -1.374317 3.997058 0.000 0.000 -0.001 0.1220
H -6.315448 -2.327962 1.953030 0.001 0.001 -0.002 0.1353
```
Positions in Å, forces in eV/Å.

Properties
LUMO energy ... -5.69 eV
Total charge ... +1
Orbital gap ... 0.168 Eh
Highest occupied orbital energy ... -10.270 eV
Energy relative to the best compared isomer or geometry (same formula, charge and spin) ... 0.5624 eV

---

The following is a quantum chemistry calculation of a single C6H10O molecule, from the OMol25 dataset.

XYZ file:
```
17
Properties=species:S:1:pos:R:3:forces:R:3:nbo_charge:R:1
C -1.369654 -0.350624 0.528839 0.022 -0.006 -0.005 -0.4834
C -0.703692 -1.477134 -0.285435 -0.246 -0.032 -0.012 -0.0535
O 0.705671 -1.443333 -0.498005 -0.230 0.024 0.187 -0.5442
C 1.482272 -0.536773 0.253564 0.073 0.232 -0.025 -0.0620
C 1.304763 0.894211 -0.277961 0.150 -0.151 0.326 -0.4763
C 0.010784 1.641060 -0.095939 0.077 -0.182 -0.721 -0.1712
C -1.181274 1.070348 0.035558 0.052 0.012 0.141 -0.2052
H -1.062473 -0.399059 1.582711 -0.003 -0.068 -0.215 0.2152
H -2.442409 -0.580464 0.530483 0.186 -0.063 -0.007 0.2243
H -0.937402 -2.434853 0.208577 -0.046 0.219 -0.141 0.1729
H -1.151827 -1.484997 -1.289097 0.048 -0.088 0.215 0.1783
H 1.334265 -0.646368 1.343308 -0.132 0.149 -0.311 0.1657
H 2.517659 -0.838425 0.045873 -0.209 0.095 0.119 0.1945
H 2.181770 1.503040 -0.028478 -0.185 -0.029 0.077 0.2116
H 0.090803 2.665576 -0.457671 -0.259 -0.019 0.181 0.2008
H 1.287325 0.768959 -1.360475 0.576 -0.005 -0.253 0.2266
H -2.066587 1.648842 -0.235854 0.127 -0.088 0.444 0.2060
```
Positions in Å, forces in eV/Å.

Properties
LUMO energy ... 0.98 eV
Structure (SMILES) ... C1=CCCOCC1
Orbital gap ... 0.373 Eh
Highest occupied orbital energy ... -9.170 eV
Energy relative to the best compared isomer or geometry (same formula, charge and spin) ... 1.0279 eV